Molecular formula: C58H138N6O14
Method: DFT, wB97M-V/def2-TZVPD

Geometry as XYZ:
```
216
Properties=species:S:1:pos:R:3:forces:R:3
O 15.905408 12.292809 17.680745 -1.910 0.548 -1.153
H 15.315307 12.279752 16.860918 1.283 -0.014 1.515
H 16.644881 11.739972 17.398720 0.459 -0.178 -0.202
O 17.930825 10.963620 16.405605 -0.438 -1.197 0.098
H 18.721887 11.455737 16.565054 1.216 0.667 0.365
H 17.552721 11.318401 15.589550 -0.383 0.227 -0.209
O 16.063011 8.488138 15.989652 0.414 -0.843 -0.865
H 16.468294 7.958445 15.258844 -0.347 0.757 1.003
H 16.799322 8.894953 16.466544 0.008 0.207 -0.149
O 15.201470 9.085292 24.103787 -1.316 0.944 -0.028
H 14.327253 9.561190 24.155552 1.259 -0.745 -0.166
H 15.096948 8.320880 24.669716 0.006 -0.213 0.185
C 16.816681 19.338815 15.655499 -0.438 -0.202 0.011
C 15.596207 19.320358 14.734858 -0.016 0.474 -0.770
C 15.741077 20.327332 13.604747 0.074 0.845 -1.021
C 16.783278 19.977646 12.523056 -0.781 1.025 0.623
C 16.365097 18.688813 11.851176 2.676 0.303 -0.200
C 16.218245 17.570643 12.844143 -1.090 0.381 1.809
N 15.299710 18.087836 14.002867 0.118 -1.139 -1.368
O 15.242485 16.967519 14.862085 -0.094 -0.128 1.079
C 15.416074 16.383064 12.299710 2.277 -0.208 -1.433
C 17.567793 17.136083 13.424229 -0.643 1.169 -0.272
C 14.334004 19.718820 15.508470 1.658 -1.011 1.945
H 16.806641 20.302978 16.181811 -0.048 -0.499 0.345
H 17.707052 19.373363 15.055509 0.589 -0.325 -0.119
H 16.817322 18.447774 16.333332 0.178 0.893 -0.678
H 14.757962 20.387703 13.131101 -0.054 0.008 -0.152
H 15.943475 21.341455 13.947313 0.054 0.006 0.521
H 17.719944 19.869430 13.055538 0.507 -0.010 -0.259
H 16.889976 20.842182 11.807390 -0.119 -0.954 0.578
H 17.188533 18.471766 11.127300 -0.732 -0.378 0.240
H 15.487326 18.873833 11.316421 -1.573 0.048 -0.907
H 15.883824 15.922507 11.373169 -0.424 0.722 0.907
H 15.380854 15.627666 13.034226 0.059 -0.898 0.785
H 14.422708 16.654413 12.105720 -1.412 0.610 -0.492
H 17.411599 16.590066 14.320362 -0.013 -0.761 0.653
H 18.109351 16.601184 12.701733 0.682 -1.213 -0.973
H 18.201812 17.976430 13.658299 0.059 0.375 0.143
H 14.249197 18.978552 16.348748 -0.404 0.669 -0.616
H 13.478719 19.706385 14.893932 -1.060 -0.124 -0.721
H 14.480292 20.705450 15.956522 -0.055 -0.024 -0.038
H 14.329235 16.858478 15.197160 0.156 0.487 -0.393
C 11.857915 13.867952 15.619051 -1.842 -1.404 0.080
C 11.295411 15.299014 15.312106 1.148 -1.276 0.756
C 9.810653 15.242510 15.173712 -1.119 -0.502 -0.724
C 9.099961 15.110974 16.514673 0.908 -1.291 0.495
C 9.468758 16.180869 17.559862 -0.097 -0.120 -0.851
C 10.975077 16.436975 17.705815 0.109 -0.498 -1.146
N 11.626509 16.224616 16.389962 -2.161 0.995 -0.904
O 12.939473 16.539054 16.416064 1.950 0.020 0.109
C 11.202861 17.889893 18.094550 0.610 -0.078 -0.313
C 11.654246 15.528422 18.690625 0.616 0.101 0.734
C 11.974023 15.761103 14.021856 1.178 0.872 1.185
H 12.150617 13.284605 14.735739 0.075 0.437 -0.030
H 11.082481 13.206964 16.098287 0.407 0.691 -0.328
H 12.652344 13.811596 16.330819 0.923 0.430 0.337
H 9.428687 16.204414 14.753726 0.382 -0.739 -0.303
H 9.591349 14.323415 14.492878 -0.031 1.771 0.963
H 9.293485 14.090418 16.938252 -0.068 0.742 -0.226
H 8.051590 15.136344 16.313526 -0.882 0.074 0.088
H 9.090740 15.804894 18.514101 -0.154 0.533 0.055
H 8.987127 17.133700 17.258325 0.094 -0.471 0.388
H 10.673596 18.108354 18.986820 -0.784 0.260 0.906
H 12.237804 18.143135 18.302964 0.300 -0.300 -0.091
H 10.888786 18.548400 17.301474 -0.312 0.207 -0.304
H 11.382493 15.718478 19.716993 -0.378 0.287 0.478
H 11.452872 14.469141 18.534778 0.293 -0.067 -0.342
H 12.717018 15.819576 18.639518 -0.145 -0.774 0.061
H 11.475002 15.423151 13.128470 0.005 -0.555 -0.239
H 13.066930 15.459497 14.099773 -1.338 0.465 -0.674
H 11.888781 16.854248 14.047552 0.328 -0.061 -0.316
H 13.457412 15.755523 16.694571 0.133 0.254 0.212
C 17.082677 13.621007 24.235786 -0.923 -0.355 0.255
C 15.750846 14.035754 23.482519 0.927 -0.940 -0.368
C 16.003727 15.129873 22.477112 1.402 0.546 -1.763
C 14.882238 15.295029 21.436161 0.789 0.448 0.630
C 14.764465 14.013694 20.665672 -0.122 -0.072 -0.886
C 14.417404 12.842459 21.578684 -0.153 0.292 -0.216
N 15.394940 12.781082 22.725313 -0.556 0.128 -0.275
O 14.830939 11.820360 23.639452 -0.667 0.899 -0.040
C 12.954869 13.022208 21.954186 -0.406 0.161 0.656
C 14.573560 11.535530 20.810749 -1.664 0.208 0.372
C 14.703859 14.568371 24.410717 -2.260 -0.385 0.093
H 17.854450 13.264365 23.499184 -0.779 0.433 0.740
H 16.786069 12.770505 24.920832 0.581 0.827 -0.680
H 17.473330 14.431573 24.890880 -0.172 -0.393 -0.581
H 16.400664 16.061877 22.938244 -0.813 -0.439 0.071
H 16.832067 14.860594 21.808410 0.403 -0.352 0.347
H 15.104066 16.089016 20.741472 0.316 0.498 -0.183
H 13.982357 15.595293 21.932329 -0.842 -0.008 0.086
H 15.666380 13.805374 20.083373 0.459 -0.011 0.401
H 14.031299 14.134772 19.836014 -0.068 -0.328 0.767
H 12.709237 13.943550 22.470423 0.398 0.194 0.469
H 12.375037 13.167144 21.047175 -0.174 -0.739 -0.274
H 12.611865 12.199984 22.586121 -0.207 0.024 -0.330
H 15.587948 11.314709 20.814642 1.966 -0.464 -0.604
H 14.095641 10.724706 21.339314 -0.269 -0.273 0.335
H 14.126960 11.552504 19.813690 0.309 0.273 0.023
H 14.094968 13.803158 24.900252 0.581 -0.278 0.240
H 13.882903 15.137820 23.903857 1.052 -0.072 0.175
H 15.162275 15.183168 25.150189 0.231 0.598 0.638
H 15.517952 11.208291 23.878113 0.828 -0.348 -0.192
C 18.397587 18.118848 24.424097 -2.115 1.429 -0.199
C 19.821495 18.071106 24.008583 0.887 -0.703 -1.793
C 20.255335 19.348362 23.280029 0.306 0.765 0.491
C 20.348267 20.544355 24.195619 0.141 0.554 0.713
C 21.268184 20.217599 25.353009 2.559 -0.543 -0.216
C 20.940082 18.926993 26.170612 -1.692 0.850 -0.517
N 20.683409 17.863433 25.141131 1.533 -0.576 1.263
O 20.351875 16.598170 25.825696 -0.641 1.619 -0.704
C 22.150598 18.488518 26.934629 0.157 -0.294 1.722
C 19.725395 19.142268 27.152718 -0.663 0.009 -0.945
C 20.066397 16.910341 22.976785 -0.892 0.044 -1.686
H 18.209749 18.956873 25.141232 0.174 -0.776 -0.527
H 18.123136 17.191076 24.881918 -0.206 -0.538 0.477
H 17.661135 18.291266 23.598014 0.771 -0.187 0.297
H 21.244840 19.274885 22.814384 -0.180 -0.549 -0.039
H 19.535649 19.610796 22.523293 -0.348 -0.355 -0.591
H 19.369783 20.891274 24.515432 -0.288 -0.072 0.225
H 20.793245 21.398796 23.679949 -0.075 -0.049 -0.202
H 21.605966 21.112069 25.951877 -0.911 -0.985 -0.107
H 22.257028 19.920397 24.852089 -1.048 0.411 0.451
H 22.980822 18.255654 26.291297 0.474 0.341 -0.368
H 22.414537 19.214007 27.743341 -0.010 -0.347 -0.852
H 21.952510 17.550406 27.471653 -0.191 0.217 -0.024
H 19.051061 18.268296 27.077711 0.519 0.317 0.441
H 20.024181 19.316900 28.179505 0.251 -0.236 0.173
H 19.081451 20.012531 26.897489 0.560 -0.364 -0.150
H 19.566791 15.978792 23.282774 0.302 0.225 0.106
H 21.132491 16.691365 22.718896 -0.711 0.398 0.651
H 19.578374 17.163672 21.942926 0.677 -0.160 1.838
H 21.206036 16.185481 25.839895 0.566 -0.483 -0.047
C 21.122221 12.762493 20.038550 1.422 1.227 -3.493
C 19.970725 12.684846 18.994531 -0.944 0.556 0.501
C 19.023177 13.935903 19.225265 -0.459 -0.609 -0.175
C 19.590069 15.259085 18.635761 1.011 -1.523 0.578
C 19.902937 15.063043 17.151888 -2.025 -0.981 -0.211
C 20.853246 13.904869 16.886092 -1.043 -1.377 0.803
N 20.274416 12.673751 17.545484 0.126 0.947 -0.028
O 21.089902 11.585674 17.175496 -0.444 -0.467 -0.009
C 20.790443 13.586479 15.416420 1.426 -1.247 -1.162
C 22.228495 14.197095 17.401782 0.875 1.787 0.590
C 19.289324 11.364335 19.269889 -2.943 -0.240 0.769
H 20.885683 12.380105 20.967605 -1.068 -0.330 2.016
H 21.480075 13.816489 20.034266 0.076 -1.006 0.708
H 21.932496 12.079059 19.712649 0.019 0.528 0.007
H 18.006313 13.737532 18.786400 0.951 -0.086 0.246
H 18.853625 14.054624 20.321521 0.208 -0.146 -0.649
H 20.512981 15.453974 19.240421 -0.781 0.539 -0.576
H 18.832137 16.003672 18.781536 -0.042 0.735 0.187
H 20.208572 15.948050 16.594956 0.179 0.148 0.245
H 18.914926 14.722902 16.676323 1.225 0.579 0.436
H 19.933973 12.962646 15.114500 -0.093 0.768 0.297
H 20.899180 14.490110 14.851351 -0.454 0.639 -0.500
H 21.643135 12.971712 15.049407 -0.259 0.287 0.611
H 22.173113 14.542274 18.480980 0.252 -0.387 -1.459
H 22.935924 13.342132 17.355201 -0.335 0.719 -0.306
H 22.556868 15.107820 16.803352 0.301 -1.262 0.692
H 18.517835 11.455615 20.084255 0.993 0.260 -0.128
H 19.973694 10.605320 19.584829 0.465 -0.557 -0.018
H 18.603160 10.970242 18.494271 0.982 0.324 -0.002
H 21.847057 11.582763 17.759629 0.577 -0.009 0.342
C 18.252434 23.728596 19.072653 0.279 -0.519 0.641
C 18.328325 22.520009 18.082444 -0.317 0.413 -1.440
C 19.628907 21.664759 18.170834 -0.612 1.943 1.043
C 19.620940 20.757867 19.376175 -0.848 0.846 0.612
C 18.412813 19.876738 19.273784 1.337 -1.576 -0.361
C 17.131926 20.599078 19.241617 -2.374 -0.094 1.227
N 17.182010 21.633968 18.260235 -0.012 0.319 -1.350
O 16.002965 22.396939 18.165611 -0.246 -0.746 -0.726
C 16.067841 19.526322 18.900671 0.010 -0.585 -0.579
C 16.718179 21.097610 20.674721 0.480 0.521 1.099
C 18.207798 23.119086 16.580675 -1.030 -0.079 0.829
H 19.081312 24.403925 18.855570 0.326 -0.172 0.422
H 18.253775 23.352241 20.151103 0.263 0.680 -1.350
H 17.377680 24.393856 18.946631 0.110 -0.763 -0.125
H 19.666285 21.079044 17.284927 0.290 -0.472 -0.916
H 20.442373 22.407974 18.212031 -0.001 -0.491 -0.222
H 19.484479 21.340199 20.298758 0.472 0.096 -0.100
H 20.519567 20.192983 19.452633 0.790 -0.487 0.120
H 18.338805 19.153830 20.082559 0.206 -0.076 0.318
H 18.526620 19.249413 18.370040 -0.243 0.266 0.073
H 15.069426 19.949387 18.843785 -0.191 0.096 0.287
H 16.233553 19.071400 17.896306 0.041 0.368 1.159
H 16.106815 18.730747 19.694858 -0.146 0.694 -0.767
H 16.182803 22.062489 20.776722 0.291 -0.283 -0.538
H 16.055156 20.410289 21.198886 -0.042 -0.302 -0.296
H 17.570010 21.199026 21.372447 -0.040 0.063 -0.437
H 19.051285 23.771661 16.376363 0.222 0.090 0.043
H 17.290228 23.760240 16.633309 0.771 -0.530 -0.422
H 18.100423 22.409008 15.695572 0.145 0.456 1.558
H 15.774701 22.676557 19.046949 -0.126 0.328 0.807
C 16.315474 13.249346 14.187290 -1.194 0.124 -2.184
O 16.218268 11.992340 14.792806 -0.074 0.025 0.824
H 16.595069 13.902228 14.970961 0.543 0.974 0.550
H 17.000762 13.272729 13.307597 -0.018 -0.039 0.787
H 15.339811 13.634023 13.756047 0.717 -0.591 0.704
H 15.962692 11.267740 14.226159 -0.342 -0.406 -1.237
C 16.459233 15.846364 17.342075 0.890 0.350 -0.176
O 15.196055 15.226479 17.298337 -0.229 -0.767 0.828
H 17.159068 15.137541 17.746053 0.357 -0.271 0.069
H 16.791623 16.113548 16.335455 -0.206 0.036 0.170
H 16.539874 16.737588 17.985582 -0.551 -0.095 -0.149
H 15.321877 14.422770 17.850415 -0.442 0.370 -0.646
C 14.526685 11.171348 12.144807 -0.005 -1.375 1.088
O 15.491676 10.245199 12.672279 -0.788 -0.170 -0.273
H 13.764157 11.350617 12.907945 -0.042 0.313 -0.195
H 15.040012 12.026187 11.860332 0.941 1.928 -0.073
H 14.076944 10.852866 11.231934 -0.562 -0.809 -0.643
H 14.921273 9.532041 13.063192 0.715 0.449 -0.043
C 12.739865 8.087865 14.260352 1.457 1.597 0.615
O 13.964491 8.935386 14.270185 -1.726 -1.009 0.204
H 12.239840 8.288708 13.309621 0.169 -0.444 0.233
H 13.037634 7.082130 14.477572 0.026 -0.813 -0.625
H 12.103520 8.356708 15.098484 -0.250 0.415 -0.054
H 14.437223 8.825585 15.115064 0.009 0.041 -0.158
```
Positions in Å, forces in eV/Å.

Calculated values
HOMO	-7.63	eV